Entry 1:
The following is a DFT calculation (the ωB97M-V functional and the def2-TZVPD basis) of C9H6N2O5SSc as an isolated structure.

Energy relative to the best compared isomer or geometry (same formula, charge and spin) in kcal/mol: 12.49
Total energy in Eh: -1990.0053
Kohn-Sham gap (alpha / beta) in eV: 7.939 / 4.655
LUMO level (alpha / beta) in eV: -12.8 / -14.8

ORCA input file:
```
! wB97M-V def2-TZVPD RIJCOSX def2/J DEFGRID3
* xyz 3 1
O -0.206 -4.761 -0.913
C -0.453 -3.651 -0.901
Sc 2.119 0.467 -1.116
O 3.739 -2.731 -1.286
C 2.975 -1.867 -1.228
C 4.101 1.173 -1.113
O 5.254 1.337 -1.071
C 2.086 -0.759 0.879
O 2.132 -1.414 1.858
C 1.987 -0.684 -3.176
O 1.953 -1.266 -4.187
C -1.767 2.863 1.236
N -1.895 1.446 1.069
C -2.662 0.605 1.876
C -2.643 -0.623 1.299
N -1.799 -0.518 0.180
C -1.331 0.749 0.060
S -0.481 1.610 -1.186
H -0.764 3.173 1.535
H -1.999 3.426 0.325
H -2.467 3.207 2.016
H -3.148 0.981 2.766
H -3.153 -1.531 1.583
H -1.579 -1.233 -0.507
*
```

=====

Entry 2:
The following is a DFT calculation (the ωB97M-V functional and the def2-TZVPD basis) of a single C5H6ClNO molecule.

Energy relative to the best compared isomer or geometry (same formula, charge and spin) in kcal/mol: 74.39
Total energy in Eh: -784.2032
Kohn-Sham gap in eV: 9.117
LUMO level in eV: 0.8

ORCA input file:
```
! wB97M-V def2-TZVPD RIJCOSX def2/J DEFGRID3
* xyz 0 1
C -2.158 -1.152 -0.097
C -0.899 -0.550 -0.032
C -0.281 0.680 -0.178
C 1.146 0.618 0.023
C 1.390 -0.703 0.273
H -2.609 -1.333 0.999
H -2.184 -1.971 -0.733
H -2.975 -0.383 -0.773
H -0.869 1.644 0.096
H 2.951 1.762 -0.254
H 1.792 2.526 0.659
N 1.832 1.897 -0.094
O 0.115 -1.351 0.229
Cl 2.748 -1.684 -0.117
*
```

=====

Entry 3:
The following is a DFT calculation (the ωB97M-V functional and the def2-TZVPD basis) of C36H47CrN5P2 as an isolated structure.

Energy relative to the best compared isomer or geometry (same formula, charge and spin) in kcal/mol: 111.50
Total energy in Eh: -3400.5246
⟨S²⟩: 6.201
Kohn-Sham gap (alpha / beta) in eV: 6.623 / 7.010
LUMO level (alpha / beta) in eV: -1.2 / -0.9

ORCA input file:
```
! wB97M-V def2-TZVPD RIJCOSX def2/J DEFGRID3
* xyz 0 5
Cr -1.642 2.401 0.224
C -0.791 -1.306 3.470
C 0.077 -0.543 2.855
C 0.529 -0.773 1.451
C -0.239 -0.518 0.041
C -1.536 -0.924 -0.527
C -2.444 -1.628 0.175
C -1.978 -2.518 1.273
C -1.772 -2.198 2.808
C -1.630 4.485 0.421
H -0.881 -1.188 4.565
H 0.317 0.432 3.275
H 0.847 -1.852 1.426
H 1.392 -0.078 1.376
H 0.056 0.502 -0.265
H 0.389 -1.144 -0.566
H -1.865 -0.530 -1.495
H -3.467 -1.763 -0.234
H -1.072 -3.023 0.871
H -2.815 -3.260 1.312
H -2.712 -1.805 3.149
H -1.671 -3.225 3.178
H -2.361 4.716 1.222
H -1.977 4.840 -0.568
H -0.656 4.935 0.667
P -0.140 0.601 -2.930
P 2.659 -0.495 -0.663
N -1.114 -0.513 -4.049
N 0.579 1.433 -4.431
N 2.646 -2.321 -0.818
N 4.462 -0.506 -0.652
C 1.208 -0.667 -3.016
C 2.556 -0.232 -2.454
C -2.479 -0.321 -4.251
C -2.940 -1.258 -5.191
C -1.816 -2.006 -5.620
C -0.722 -1.569 -4.893
C 0.613 2.813 -4.596
C 1.058 3.107 -5.888
C 1.337 1.867 -6.531
C 1.063 0.864 -5.609
C 2.358 -3.135 0.290
C 2.480 -4.458 -0.028
C 3.038 -4.472 -1.333
C 2.983 -3.184 -1.859
C 5.467 -1.459 -0.812
C 6.706 -0.843 -0.660
C 6.452 0.551 -0.476
C 5.085 0.736 -0.519
H 1.528 -0.850 -4.043
H 0.836 -1.666 -2.721
H 3.345 -0.772 -2.975
H 2.791 0.833 -2.622
H -2.967 0.460 -3.718
H -3.958 -1.349 -5.505
H -1.768 -2.760 -6.401
H 0.302 -1.935 -4.931
H 0.330 3.447 -3.761
H 1.148 4.095 -6.321
H 1.676 1.681 -7.542
H 1.206 -0.204 -5.728
H 2.229 -2.636 1.244
H 2.126 -5.278 0.603
H 3.473 -5.307 -1.836
H 3.173 -2.813 -2.873
H 5.241 -2.499 -1.060
H 7.680 -1.337 -0.692
H 7.198 1.340 -0.370
H 4.470 1.636 -0.451
C -1.449 1.429 6.321
N -1.034 2.013 5.043
C 0.221 2.723 5.095
C -2.015 2.782 4.266
C -3.026 1.868 3.678
C -4.068 1.600 4.609
C -5.188 0.947 4.191
C -5.159 0.350 2.925
C -3.987 0.430 2.114
C -2.996 1.365 2.363
H -0.614 0.836 6.730
H -2.310 0.778 6.154
H -1.725 2.208 7.050
H 0.437 3.095 4.078
H 0.170 3.603 5.767
H 1.043 2.078 5.419
H -2.546 3.443 4.977
H -1.518 3.393 3.486
H -3.922 1.943 5.656
H -6.071 0.878 4.843
H -6.038 -0.160 2.550
H -3.905 -0.255 1.274
*
```

=====

Entry 4:
The following is a DFT calculation (the ωB97M-V functional and the def2-TZVPD basis) of a 2-piece molecular cluster, C6H9N2O2 overall.

Energy relative to the best compared isomer or geometry (same formula, charge and spin) in kcal/mol: 6.42
Total energy in Eh: -494.1125
Kohn-Sham gap in eV: 8.259
LUMO level in eV: 4.0

ORCA input file:
```
! wB97M-V def2-TZVPD RIJCOSX def2/J DEFGRID3
* xyz -1 1
C 2.357 -2.850 0.713
C -0.488 -1.086 1.847
C 0.583 -1.075 -0.012
C 1.098 -2.056 0.802
N -0.450 -0.486 0.648
N 0.407 -2.044 1.989
H -0.779 0.603 0.361
H -1.160 -0.845 2.660
H 0.781 -0.908 -1.057
H 2.476 -3.548 -0.119
H 2.454 -3.391 1.657
H 3.220 -2.178 0.646
C -1.777 3.384 -1.666
C -1.058 2.122 -1.217
O -1.154 1.864 0.036
O -0.521 1.414 -2.070
H -1.644 4.211 -0.957
H -2.849 3.163 -1.598
H -1.496 3.706 -2.661
*
```

=====

Entry 5:
The following is a DFT calculation (the ωB97M-V functional and the def2-TZVPD basis) of a 2-piece molecular cluster, CH5N2O overall.

Energy relative to the best compared isomer or geometry (same formula, charge and spin) in kcal/mol: 128.78
Total energy in Eh: -225.6671
Kohn-Sham gap (alpha / beta) in eV: 7.162 / 7.021
LUMO level (alpha / beta) in eV: 4.7 / 4.7

ORCA input file:
```
! wB97M-V def2-TZVPD RIJCOSX def2/J DEFGRID3
* xyz -1 1
C 0.531 0.985 -0.268
N -0.084 -1.425 0.013
N -0.397 -0.137 -0.605
O -2.071 0.129 0.315
H 0.005 1.877 -0.070
H 1.136 0.613 0.624
H 1.219 1.230 -1.072
H 0.625 -1.487 0.662
H -0.964 -1.785 0.400
*
```

=====

Entry 6:
The following is a DFT calculation (the ωB97M-V functional and the def2-TZVPD basis) of a 2-piece molecular cluster, C2H2Cl2O2 overall.

Energy relative to the best compared isomer or geometry (same formula, charge and spin) in kcal/mol: 224.05
Total energy in Eh: -1147.9493
Kohn-Sham gap (alpha / beta) in eV: 7.678 / 7.670
LUMO level (alpha / beta) in eV: -1.2 / -1.2

ORCA input file:
```
! wB97M-V def2-TZVPD RIJCOSX def2/J DEFGRID3
* xyz 0 1
C 0.126 -1.663 -1.033
C -1.682 -3.053 -2.778
O -0.650 0.636 -0.742
O -0.305 -0.887 -0.311
Cl -1.592 -3.890 -1.323
Cl -2.043 -1.460 -2.563
H 0.481 -1.581 -2.074
H -1.156 0.874 -0.026
*
```

=====

Entry 7:
The following is a DFT calculation (the ωB97M-V functional and the def2-TZVPD basis) of a 6-piece molecular cluster, C3H14O4 overall.

Energy relative to the best compared isomer or geometry (same formula, charge and spin) in kcal/mol: 235.57
Total energy in Eh: -423.2931
Kohn-Sham gap in eV: 4.200
LUMO level in eV: -5.0

ORCA input file:
```
! wB97M-V def2-TZVPD RIJCOSX def2/J DEFGRID3
* xyz 0 1
C -0.425 -2.455 -0.943
C -0.816 -1.165 -0.314
C -1.346 -0.096 -0.988
H -0.591 -3.242 -0.213
H -0.896 -2.602 -1.907
H 0.654 -2.388 -1.038
H -0.587 -1.134 0.766
H -1.307 0.888 -0.502
H -1.855 -0.339 -1.907
H -1.681 3.291 0.279
H 0.175 2.507 0.245
O -1.197 2.480 0.271
H 1.185 -0.609 -0.250
H 1.887 -1.051 1.570
O 1.215 -1.588 1.132
H 0.214 0.799 2.826
H 1.511 3.298 -0.231
O 1.237 2.510 0.232
H -0.148 0.156 2.729
H 1.306 0.849 -0.741
O 1.464 -0.109 -1.013
*
```

=====

Entry 8:
The following is a DFT calculation (the ωB97M-V functional and the def2-TZVPD basis) of an isolated ion of composition C47H51F3N3O and charge +1.

Energy relative to the best compared isomer or geometry (same formula, charge and spin) in kcal/mol: 0.00
Total energy in Eh: -2360.4503
Kohn-Sham gap in eV: 7.882
LUMO level in eV: -3.2

ORCA input file:
```
! wB97M-V def2-TZVPD RIJCOSX def2/J DEFGRID3
* xyz 1 1
C 6.690 1.762 1.060
O 6.114 0.442 1.186
C 4.765 0.300 1.120
C 3.861 1.376 0.947
C 2.516 1.097 0.771
C 2.017 -0.225 0.677
C 0.633 -0.492 0.297
N 0.241 -1.697 -0.303
C 1.052 -2.690 -0.944
C 0.831 -4.050 -0.661
C -0.346 -4.556 0.181
C 0.104 -5.052 1.550
C -1.161 -5.604 -0.574
C 1.745 -4.977 -1.169
C 2.796 -4.567 -1.989
C 2.907 -3.235 -2.384
C 2.006 -2.285 -1.903
C 1.968 -0.891 -2.531
C 1.259 -0.956 -3.884
C 3.352 -0.252 -2.599
N -1.098 -1.768 -0.401
N -1.558 -0.595 0.081
C -2.991 -0.383 0.036
C -3.823 -1.152 0.872
C -3.220 -2.129 1.880
C -4.130 -3.332 2.145
C -2.790 -1.451 3.176
C -5.208 -1.024 0.738
C -5.759 -0.199 -0.241
C -4.926 0.510 -1.100
C -3.539 0.368 -1.017
C -2.666 0.905 -2.152
C -2.796 2.411 -2.329
C -2.947 0.165 -3.462
C -0.506 0.214 0.506
C -0.692 1.400 1.389
C 2.922 -1.274 1.008
C 4.259 -1.025 1.213
H 7.760 1.587 1.170
H 6.476 2.198 0.073
H 6.332 2.435 1.852
H 4.209 2.415 0.934
H 1.828 1.929 0.649
H -1.006 -3.698 0.326
H 0.638 -4.259 2.089
H -0.763 -5.352 2.151
H 0.775 -5.915 1.447
H -1.503 -5.188 -1.528
H -0.557 -6.497 -0.773
H -2.042 -5.899 0.006
H 1.623 -6.035 -0.916
H 3.530 -5.295 -2.337
H 3.686 -2.922 -3.085
H 1.363 -0.256 -1.873
H 0.258 -1.389 -3.757
H 1.145 0.042 -4.325
H 1.823 -1.592 -4.579
H 3.872 -0.371 -1.641
H 3.957 -0.703 -3.396
H 3.261 0.825 -2.795
H -2.317 -2.520 1.391
H -4.468 -3.773 1.200
H -3.585 -4.103 2.705
H -5.008 -3.039 2.733
H -2.083 -0.636 2.981
H -3.663 -1.033 3.697
H -2.301 -2.179 3.835
H -5.870 -1.596 1.391
H -6.842 -0.107 -0.336
H -5.338 1.147 -1.884
H -1.637 0.679 -1.857
H -2.623 2.933 -1.381
H -2.049 2.765 -3.051
H -3.798 2.672 -2.695
H -2.876 -0.920 -3.313
H -3.956 0.400 -3.826
H -2.222 0.452 -4.232
H -1.631 1.231 1.952
H 0.122 1.312 2.138
H 2.539 -2.292 1.094
H 4.964 -1.829 1.419
F 2.581 6.037 -0.708
C 1.841 4.904 -0.966
C 2.119 4.169 -2.112
C 1.351 3.023 -2.289
F 1.391 2.410 -3.532
C 0.461 2.536 -1.332
C 0.228 3.285 -0.163
C -0.742 2.811 0.924
C -0.622 3.692 2.193
C -1.785 4.089 2.851
C -1.709 4.935 3.959
C -0.475 5.430 4.390
C 0.674 4.926 3.792
F 1.903 5.383 4.216
C 0.629 4.011 2.735
C 0.838 4.548 -0.072
H 2.865 4.488 -2.834
H -0.076 1.608 -1.524
H -1.747 2.988 0.498
H -2.742 3.729 2.469
H -2.623 5.218 4.474
H -0.391 6.176 5.177
H 1.557 3.638 2.300
H 0.567 5.252 0.714
*
```